#A
16
Properties=species:S:1:pos:R:3 method="wB97M-V/def2-TZVPD" homo_ev=-9.95 smiles=CC[C@@H](O)CO total_charge=0 homo_lumo_gap_ev=10.72
C 1.04031 0.27027 -1.99937
C 0.34563 -0.61749 -0.95500
C 0.16065 0.11895 0.37846
O -0.50889 1.33126 0.11734
C -0.66859 -0.57843 1.48974
O -0.99164 0.44706 2.45560
H 1.11760 -0.23769 -2.96760
H 0.48571 1.19986 -2.15141
H 2.06055 0.53446 -1.69639
H -0.62073 -0.94846 -1.36089
H 0.94913 -1.51871 -0.79576
H 1.16660 0.33425 0.77984
H -0.86209 1.55444 1.00112
H -0.14239 -1.37616 2.03069
H -1.58882 -0.98779 1.05778
H -1.94303 0.47418 2.61585



#B
16
Properties=species:S:1:pos:R:3 method="wB97M-V/def2-TZVPD" homo_ev=-9.57 smiles=COC[C@@H](C)O total_charge=0 homo_lumo_gap_ev=10.50
C 1.96271 0.55355 -0.96253
O 1.38168 0.15325 0.28085
C 0.30966 -0.89545 0.25737
C -1.13997 -0.44234 0.71454
C -1.02536 1.03453 0.41867
O -2.20817 -1.04510 -0.03134
H 2.63350 -0.23413 -1.31844
H 1.20764 0.77341 -1.72960
H 2.57591 1.46772 -0.85454
H 0.71344 -1.64227 0.93202
H 0.18168 -1.24415 -0.77040
H -1.34550 -0.65034 1.77756
H -1.48430 1.68678 1.15350
H -1.40889 1.20389 -0.59224
H 0.07524 1.20816 0.41943
H -2.42926 -1.92753 0.30514



#A comes first in stability; the runner-up is 1.479 eV higher.



#A
16
Properties=species:S:1:pos:R:3 method="wB97M-V/def2-TZVPD" homo_ev=-7.79 total_charge=0 homo_lumo_gap_ev=8.44
C 2.04723 -0.48411 -0.08993
C 0.82482 0.31642 0.11569
O 0.78018 1.29849 1.10825
C -0.03589 0.59721 -0.89897
C -2.01641 -0.81520 0.18981
O -0.82966 1.66882 -0.92703
H 2.88951 0.15530 -0.39136
H 1.93672 -1.23470 -0.88165
H 2.38800 -1.06128 0.77401
H -0.69585 -0.72613 0.45772
H 0.52038 0.87188 1.93700
H -0.01113 0.08141 -1.84805
H -2.20080 -1.85778 0.45338
H -2.56709 -0.19991 0.91485
H -2.41886 -0.70258 -0.84487
H -0.61115 2.09214 -0.06886



#B
16
Properties=species:S:1:pos:R:3 method="wB97M-V/def2-TZVPD" homo_ev=-10.08 smiles=C[C@@H](O)CCO total_charge=0 homo_lumo_gap_ev=11.00
C -1.73233 1.17777 1.01598
C -0.95104 0.57983 -0.14703
O -0.17976 1.63456 -0.77475
C -0.01727 -0.51948 0.36111
C 1.11139 -0.93538 -0.54870
O 1.86916 -1.99396 0.03913
H -2.26840 2.08971 0.76017
H -2.39069 0.44035 1.47707
H -0.99487 1.44850 1.78183
H -1.57911 0.14940 -0.92672
H 0.13733 2.12754 -0.06862
H -0.64201 -1.38475 0.55494
H 0.41707 -0.24490 1.32611
H 1.83669 -0.12116 -0.61614
H 0.88473 -1.20923 -1.58152
H 1.48228 -2.85109 -0.16970



#C
16
Properties=species:S:1:pos:R:3 method="wB97M-V/def2-TZVPD" homo_ev=-10.13 smiles=CC[C@@H](O)CO total_charge=0 homo_lumo_gap_ev=10.92
C -2.17523 -0.58532 -0.06036
C -1.01402 0.28110 0.41961
C 0.34041 -0.30506 0.04350
O 0.33581 -0.60661 -1.33664
C 1.48190 0.66312 0.32327
O 2.66192 0.05878 -0.19277
H -3.13705 -0.12694 0.19220
H -2.12276 -0.71109 -1.14476
H -2.14300 -1.58173 0.39518
H -1.09918 1.28290 -0.02260
H -1.05260 0.40558 1.50998
H 0.51593 -1.22428 0.63055
H 1.26496 -0.77465 -1.55601
H 1.57691 0.86235 1.40048
H 1.27060 1.61029 -0.19430
H 3.29540 0.75155 -0.40733



#D
16
Properties=species:S:1:pos:R:3 method="wB97M-V/def2-TZVPD" homo_ev=-10.99 smiles="O=CO.CCC" total_charge=0 homo_lumo_gap_ev=11.52
O -2.58549 2.96770 1.36435
C -3.16858 1.98358 1.68808
O -3.84409 1.20954 0.79556
H -3.16783 1.60610 2.72285
H -4.46668 0.67419 1.31105
C 2.87876 -0.79164 -0.71305
C 1.45113 -0.15696 -0.61634
C 0.36996 -1.21202 -0.82336
H 2.78819 -1.86439 -0.55095
H 3.48398 -0.39395 0.10056
H 3.31236 -0.54806 -1.67658
H 1.39685 0.63363 -1.36647
H 1.32920 0.32843 0.35134
H -0.64255 -0.81157 -0.93687
H 0.53875 -1.79676 -1.72695
H 0.32603 -1.82782 0.07680



#C comes first in stability; the runner-up is 0.132 eV higher.